Record 1
Computed, not measured: C41H39N6O4PdS2 as an isolated structure in a non-equilibrium geometry, with the ωB97M-V functional and the def2-TZVPD basis.

The geometry in XYZ format:
```
93
Properties=species:S:1:pos:R:3:forces:R:3
C -2.443568 2.339024 3.223082 -0.010 0.009 -0.010
O -0.569319 1.551050 1.461998 0.102 -0.040 -0.035
H -4.137303 2.330512 -5.186073 0.006 0.004 -0.002
C -2.291787 -1.293420 3.072434 0.021 -0.020 -0.060
C 3.353209 -4.183564 -4.678600 0.000 0.004 0.009
H -2.055857 -1.375475 2.010528 -0.034 -0.016 -0.024
S 0.637314 1.369970 -1.747939 -0.096 0.060 0.013
C 2.955812 -3.254994 -0.499674 0.038 0.011 -0.008
C -4.529117 1.894042 1.465008 0.020 -0.005 -0.015
C -1.662377 -4.793088 0.459052 0.008 0.006 0.032
H -5.341598 1.711854 0.773043 -0.003 0.001 -0.005
C 0.041167 5.640044 -0.441250 -0.011 0.009 0.013
H -1.607201 3.279926 4.835044 -0.003 0.001 0.005
H 2.704292 -4.129585 0.107873 0.006 0.020 0.004
N -1.373950 2.606316 4.120848 0.012 -0.016 0.013
C 5.455319 -4.382762 -1.532508 -0.001 0.000 -0.007
C 0.841171 -0.360455 1.580421 -0.016 0.041 -0.002
H -2.278547 3.027127 -3.424254 0.001 0.001 0.012
C -3.180604 3.405907 2.736933 0.015 0.009 0.006
H -1.594879 -1.889209 3.654437 -0.002 -0.001 0.004
C -0.559189 -5.447525 -0.081946 -0.016 0.000 0.001
C 0.542415 1.147446 3.486844 0.045 -0.030 -0.023
H -3.311984 -1.628572 3.269588 0.001 -0.006 -0.001
H 1.089362 -5.355476 -1.441139 -0.024 -0.006 -0.001
H -3.265486 3.858142 -0.954412 -0.016 -0.006 0.004
C 2.257311 -0.571671 3.552740 -0.006 -0.004 -0.021
N 0.784485 -2.902118 -2.367985 0.101 0.032 0.027
C 3.089676 -3.609008 -1.955222 0.012 -0.011 0.023
N -3.016576 1.484178 -2.165046 0.112 -0.082 -0.082
H 5.171101 -5.015111 -0.689294 0.000 0.001 0.001
H 3.886753 -2.842823 -0.108339 0.019 0.021 -0.002
H 3.459703 -4.403527 -5.732730 -0.001 -0.002 0.001
C 0.248523 -4.826175 -1.011544 -0.021 -0.002 0.013
C 0.215063 0.805888 2.122793 -0.071 0.030 0.040
H 0.394571 -2.066695 -2.785572 -0.027 -0.035 -0.045
C 2.972419 2.989858 0.888624 0.029 0.048 -0.027
H -2.305483 -5.290788 1.171846 0.004 0.000 0.006
C -3.813014 0.815618 1.964679 -0.003 -0.030 0.033
C -1.435354 -1.425229 -1.247746 0.985 0.200 0.445
H -2.773739 -2.963818 0.458598 -0.021 0.024 0.021
H 1.019653 6.085076 -0.331705 -0.002 0.004 0.004
C -2.341080 4.399726 -0.806105 -0.031 -0.040 0.037
C -2.791483 1.024950 2.889259 -0.028 0.010 0.016
C -0.112609 4.265025 -0.334025 0.000 0.005 -0.015
C -0.018984 -3.516179 -1.440921 -0.039 0.006 0.008
C 1.816054 -1.011085 2.273744 0.033 -0.002 0.020
H 2.277292 -1.887961 1.833336 -0.012 0.014 0.022
H 0.515847 -0.696138 0.605068 -0.007 -0.030 -0.078
H -0.334004 -6.464279 0.215195 -0.005 -0.002 -0.004
H -4.053320 -0.186127 -1.440235 -0.004 0.019 0.015
H 2.876551 -0.006874 -0.344335 -0.031 -0.066 -0.013
C -4.236924 3.190073 1.867428 0.027 0.031 -0.051
C 2.016082 -3.417746 -2.832585 -0.048 -0.015 -0.023
N 1.030256 3.491866 -0.009168 -0.064 -0.026 0.117
H -3.189529 6.332818 -1.138562 0.001 -0.003 -0.002
H 2.157226 -2.525652 -0.361749 0.005 -0.009 -0.006
H 5.849068 -3.451115 -1.118496 0.000 0.001 0.004
C 1.628902 0.480042 4.135898 -0.027 -0.003 0.001
O -1.987542 -0.710438 -0.318852 -0.187 0.090 -0.074
C -1.123998 -2.839626 -0.876997 -0.314 -0.130 -0.120
C -1.921491 -3.496907 0.058704 0.011 -0.019 -0.040
H 3.052928 -1.096066 4.062311 0.001 0.001 -0.003
C 3.452556 0.906422 -0.460515 0.002 0.025 0.021
C 2.153369 -3.702644 -4.187640 0.008 0.040 -0.014
C -3.931073 0.553602 -2.217286 -0.012 -0.002 -0.048
H 6.266446 -4.875739 -2.065511 -0.001 -0.001 0.002
N 2.636918 2.045979 -0.062173 -0.029 -0.057 0.049
H -4.061504 -0.189479 1.657096 0.024 0.005 -0.020
O -2.109282 0.053562 3.514338 0.026 0.031 -0.014
H 3.755872 1.009018 -1.500414 0.005 0.006 0.003
C -0.175714 2.049123 4.264352 -0.025 0.042 0.014
H 3.886565 2.931125 1.451242 -0.005 -0.009 0.006
H 1.303399 -3.550999 -4.840732 0.000 -0.003 -0.002
H -4.820000 4.025043 1.503715 -0.002 0.006 -0.004
H 4.329910 0.877357 0.179875 -0.007 -0.007 0.005
H 1.837247 4.759853 1.544452 -0.005 -0.006 0.007
C 4.409553 -4.407940 -3.809334 0.004 0.001 0.002
C 1.432334 2.327387 -0.592406 0.046 0.040 -0.180
C -3.950101 1.894147 -4.219937 0.007 -0.044 -0.019
C 1.975897 3.889743 0.929911 0.036 0.023 -0.024
N -1.274604 3.648414 -0.515084 0.107 0.118 -0.025
O -1.014229 -0.943277 -2.307066 -0.394 -0.093 -0.219
H -2.908554 4.412748 3.033759 -0.004 -0.005 -0.002
C -2.292525 5.776069 -0.908870 -0.014 0.006 0.010
Pd -1.506365 1.402639 -0.536101 -0.214 -0.224 0.268
H 0.298925 2.347672 5.194753 -0.005 0.001 -0.003
S -4.847857 0.557990 -3.643764 -0.012 0.027 0.006
H 5.343039 -4.807244 -4.186906 0.001 0.000 0.000
C -1.073408 6.407833 -0.724925 0.013 -0.007 -0.005
C -3.011361 2.242962 -3.308657 0.012 0.036 0.014
C 4.290359 -4.130695 -2.452671 0.003 -0.007 -0.003
H 1.907413 0.798532 5.134388 0.001 0.005 -0.003
H -0.984868 7.481556 -0.820224 0.002 0.000 0.006
```
Positions in Å, forces in eV/Å.

Computed properties:
charge = +1
2S+1 = 3
maximum force = 0.0214 Eh/bohr

***

Record 2
Computed, not measured: C41H40FN6O4ReS as an isolated structure in a non-equilibrium geometry, with the ωB97M-V functional and the def2-TZVPD basis.

The geometry in XYZ format:
```
94
Properties=species:S:1:pos:R:3:forces:R:3
C -2.656929 0.951505 -3.180736 -0.014 -0.034 0.081
C -0.433845 -1.815818 1.109013 -0.128 0.129 0.072
H 0.100556 -3.958391 3.002816 -0.028 0.005 -0.008
O 0.755357 -1.836638 0.983467 0.168 -0.079 -0.136
C 2.461167 -0.341588 3.170645 0.005 0.009 -0.006
C 0.923056 0.938189 1.832555 0.164 0.108 -0.020
H 3.426083 -0.824525 3.280424 -0.052 0.013 0.000
C 3.765464 1.806762 0.559483 -0.017 0.007 0.073
H 3.757788 2.768929 -3.345486 -0.005 -0.025 -0.006
C 0.030349 -6.419490 -3.054093 0.004 0.015 -0.006
C -3.648429 -3.115830 2.217973 -0.019 0.005 0.017
C 0.715350 -6.083306 -4.212363 -0.013 0.024 0.025
H -1.758227 -5.241135 4.075686 -0.002 0.026 -0.020
C 1.510451 -0.283848 -3.227626 -0.128 -0.119 0.059
C 2.570143 -0.294192 -4.114685 0.044 -0.001 -0.034
H -4.678429 -2.873509 1.990230 0.027 -0.007 0.001
C -2.465686 1.250705 3.323412 -0.014 0.084 0.100
H -0.351504 5.361043 -1.742435 0.016 -0.018 0.028
C 2.198175 0.345735 1.986994 -0.018 0.093 -0.028
C 3.384058 0.402024 1.020519 -0.073 -0.066 -0.008
H 1.471053 -4.481155 -5.440029 -0.025 -0.023 0.038
H 4.710851 1.767935 0.012908 -0.026 -0.004 0.007
H 3.328572 -1.621409 0.241896 -0.007 -0.001 0.002
H 4.238415 0.832022 -4.867933 -0.020 -0.001 0.014
N -2.286694 1.634735 -0.219421 -0.290 0.126 -0.083
C -0.480905 -5.420266 -2.233945 0.009 -0.109 0.018
C 3.139652 1.881964 -3.347981 0.020 -0.008 -0.025
C 0.484322 5.732441 0.224663 -0.036 0.052 -0.021
O -3.615353 -0.756673 0.222225 0.220 0.067 0.060
H -4.404752 2.101264 -2.866254 0.005 0.020 0.003
C 3.293400 -0.598906 -0.132648 0.017 0.004 0.015
N 0.484209 1.495884 0.555095 0.090 0.049 0.104
H 4.129659 -0.450725 -0.823755 -0.041 -0.015 0.027
N 1.249533 0.748827 -2.419417 -0.050 0.275 -0.026
S -1.130324 -2.801640 -1.715273 0.006 -0.121 -0.026
C 1.541822 -0.424864 4.197668 -0.009 0.000 0.029
H -4.251037 0.703730 -1.797297 0.018 -0.002 0.001
C 0.987025 3.733155 1.491397 0.120 0.024 -0.080
C 0.969358 5.111682 1.368200 0.047 -0.011 0.035
C 2.062423 1.802602 -2.481421 0.000 0.016 0.015
H 0.948651 -2.139873 -4.913051 0.112 0.029 -0.158
H 2.778917 -1.169148 -4.713210 0.007 0.010 -0.005
C -1.980124 -4.438932 3.382955 -0.008 -0.018 0.028
H -2.414948 0.711726 4.271758 -0.020 0.019 -0.034
H -0.320424 0.313618 4.934782 0.037 0.006 -0.043
H -3.275151 1.981282 3.407594 0.051 -0.032 -0.006
C 0.049382 3.579057 -0.653856 0.026 -0.119 -0.079
C -3.121283 2.427404 -1.175542 -0.040 -0.067 -0.020
C 0.371888 -3.762868 -3.746019 0.057 0.084 -0.021
H 0.068069 3.516215 3.972248 -0.109 -0.025 0.078
C 0.910295 -4.749155 -4.550757 0.057 -0.014 -0.063
C -1.285114 -2.719725 1.923322 -0.015 -0.016 -0.058
H 1.114368 -6.858696 -4.852817 -0.007 0.019 0.020
H 1.346947 5.713188 2.185596 -0.009 -0.017 -0.015
H 1.768245 -0.987965 5.094962 -0.008 0.019 -0.034
C 0.509157 2.892353 0.472053 0.112 -0.036 0.020
C -2.603064 -2.419287 1.645731 0.008 -0.026 -0.017
C -0.936908 -3.731406 2.792864 0.037 -0.020 0.009
C -1.138491 1.950396 3.034967 0.001 -0.010 -0.041
H -2.016013 2.217373 0.565813 0.028 0.103 0.067
H -3.927100 2.883598 -0.600757 -0.032 0.001 0.020
H 0.471134 6.810245 0.138639 0.005 -0.035 -0.001
F -0.369962 2.806591 -1.736514 0.042 0.214 0.008
O -2.733470 1.016048 -4.376290 0.068 -0.035 -0.020
C 0.363908 0.287328 4.093574 -0.027 -0.051 0.049
C -0.334134 -4.094249 -2.602801 -0.100 -0.046 0.048
N 0.574489 -2.387395 -4.017358 -0.193 -0.134 0.130
C -2.619748 -1.287285 0.690352 -0.172 0.198 0.003
C -3.705974 1.531933 -2.257777 0.041 0.003 0.069
C 0.021255 4.942324 -0.815758 0.000 0.052 0.025
H -0.876979 2.555859 5.110668 -0.002 0.003 -0.028
C 3.398871 0.815652 -4.185466 -0.003 -0.014 0.000
C -3.311979 -4.138282 3.099610 -0.017 -0.015 0.016
H -1.205247 2.510265 2.102082 -0.098 -0.070 0.002
H 4.231549 0.076323 1.628539 -0.015 -0.023 0.006
H -4.095461 -4.713418 3.576855 0.023 0.021 -0.018
O -1.636680 0.324188 -2.579189 -0.107 0.074 -0.191
H -1.011990 -5.671316 -1.322912 0.018 0.026 -0.046
H 2.359552 -0.501689 -0.674554 -0.060 0.024 -0.032
Re -0.627530 0.492821 -0.884974 0.303 -1.015 0.022
H -1.679132 3.760355 4.102211 0.019 -0.008 -0.004
H -2.525690 3.227056 -1.606122 -0.002 -0.015 0.031
H -0.106337 -7.458246 -2.783831 0.006 0.033 -0.016
H 1.381989 3.278209 2.389210 0.045 0.006 -0.093
H -2.926687 0.908913 0.142228 0.054 0.020 0.011
H -2.741822 0.530309 2.560963 -0.014 -0.149 -0.178
N 0.043349 -1.554567 -1.893884 -0.066 0.373 0.330
H 3.901514 2.474615 1.411582 -0.008 0.001 0.006
C 0.637021 -1.466078 -3.026451 0.279 0.097 -0.230
H 3.022031 2.252381 -0.090350 -0.131 0.066 -0.071
C 0.054945 1.006080 2.942687 0.000 0.013 -0.044
C -0.886575 3.009347 4.117718 0.023 -0.009 0.085
N -1.303875 -0.904248 0.436603 -0.137 0.020 0.194
H 1.864191 2.623552 -1.812398 -0.023 -0.022 0.002
```
Positions in Å, forces in eV/Å.

Computed properties:
charge = +1
2S+1 = 4
maximum force = 0.0206 Eh/bohr

***

These records have DFT total energy values of -3139.3843 -2792.0988 a.u., in the order they appear.
These records have relative energy (zero: lowest compared OMol25 entry of this formula, charge and spin) values of 0.0 16.5 kcal per mole, in the order they appear.